[1]
15
Properties=species:S:1:pos:R:3:forces:R:3 method="wB97M-V/def2-TZVPD" homo_energy_ev="-8.15 / -8.15" charge=0
C -1.435 0.142 1.315 -0.04 -0.01 -0.07
C -0.878 0.464 -0.018 -0.21 -0.05 0.09
O -1.683 1.041 -0.858 0.26 -0.11 0.12
C 0.519 0.323 -0.423 -0.19 -0.14 0.13
O 0.691 1.631 -0.694 0.24 0.19 -0.07
C 1.079 -0.858 -1.179 0.00 -0.10 -0.18
C 1.488 -0.597 0.259 0.09 -0.01 0.15
H -2.500 0.369 1.370 0.15 -0.02 -0.01
H -1.242 -0.908 1.560 0.00 0.14 -0.04
H -0.890 0.748 2.048 -0.03 -0.07 -0.11
H -1.027 1.456 -1.489 -0.10 -0.03 0.00
H 1.794 -0.604 -1.957 -0.11 -0.01 0.12
H 0.458 -1.727 -1.386 0.09 0.15 0.04
H 1.150 -1.299 1.020 0.02 0.13 -0.14
H 2.477 -0.181 0.431 -0.16 -0.04 -0.04

***

[2]
15
Properties=species:S:1:pos:R:3:forces:R:3 method="wB97M-V/def2-TZVPD" homo_energy_ev=-8.20 charge=0
C -1.675 0.149 0.778 -0.11 0.09 0.10
C -1.049 -0.029 -0.580 -0.15 -0.17 -0.09
O -0.227 0.960 -1.153 -0.02 0.06 0.01
C 1.065 0.992 -0.600 0.33 0.00 -0.37
C 1.754 -0.227 -0.517 -0.04 0.23 -0.08
O 0.675 -0.585 1.136 -0.11 0.14 0.09
C -0.577 -0.867 0.599 -0.03 -0.21 0.00
H -1.400 1.038 1.340 0.01 -0.13 -0.08
H -2.699 -0.184 0.920 0.17 0.05 -0.06
H -1.651 -0.510 -1.346 0.09 0.06 0.14
H 0.883 0.631 0.690 0.00 -0.34 0.24
H 1.573 1.936 -0.761 -0.04 -0.12 0.07
H 1.398 -1.143 -0.979 0.01 0.11 0.11
H 2.769 -0.233 -0.133 -0.13 0.05 -0.06
H -0.839 -1.925 0.603 0.03 0.19 -0.01

***

[3]
15
Properties=species:S:1:pos:R:3:forces:R:3 method="wB97M-V/def2-TZVPD" homo_energy_ev=-9.33 smiles=C1CO[C@@H]2C[C@@H]2O1 charge=0
C -1.448 0.157 0.773 1.45 1.49 0.59
C -1.256 -0.174 -0.648 2.11 1.37 -1.21
O -0.139 0.748 -1.372 -1.90 -1.18 1.28
C 0.901 0.979 -0.489 -0.62 0.68 2.71
C 1.570 -0.335 -0.112 0.17 0.35 -0.03
O 0.692 -1.124 0.687 -0.03 -0.18 0.08
C -0.689 -1.103 0.407 0.02 0.20 -0.20
H -0.589 0.945 0.979 -2.80 -1.74 0.40
H -2.333 0.349 1.384 0.03 -0.54 -0.56
H -1.961 -0.373 -1.455 0.12 -0.16 0.58
H 0.458 1.400 0.588 1.84 -0.46 -2.52
H 1.526 1.848 -0.709 0.09 -0.51 -0.89
H 1.893 -0.912 -0.995 -0.18 0.29 0.10
H 2.441 -0.140 0.520 -0.04 -0.12 -0.06
H -1.077 -2.111 0.575 -0.24 0.50 -0.25

***

[4]
15
Properties=species:S:1:pos:R:3:forces:R:3 method="wB97M-V/def2-TZVPD" homo_energy_ev=-9.73 charge=0
O -0.099 -1.451 -1.741 0.51 0.25 -0.36
C -0.634 -0.593 -0.762 -0.13 0.32 0.24
C 0.037 -1.116 0.638 -0.43 0.04 -0.13
C 0.784 0.185 1.009 -0.12 -0.20 0.19
C -0.305 1.237 0.817 -0.17 0.14 -0.03
C -0.005 0.810 -0.638 -0.14 0.26 -0.48
O 1.370 0.591 -0.258 0.06 -0.10 -0.13
H 0.147 -0.868 -2.458 0.27 -0.15 -0.65
H -1.714 -0.389 -1.192 1.18 -0.74 2.35
H -0.621 -1.460 1.436 -0.16 0.12 -0.13
H 0.791 -1.899 0.447 -0.66 0.23 -0.35
H 1.502 0.207 1.842 -0.37 -0.22 -0.29
H -1.285 1.034 1.261 0.10 0.07 -0.18
H 0.042 2.250 1.027 -0.07 -0.09 -0.09
H -0.149 1.473 -1.491 0.14 0.07 0.01

***

[5]
15
Properties=species:S:1:pos:R:3:forces:R:3 method="wB97M-V/def2-TZVPD" homo_energy_ev=-9.55 smiles="CC(=O)CCC=O" charge=0
C -2.121 -0.738 0.524 -0.05 -0.04 -0.04
C -1.028 0.187 0.045 -0.07 0.13 -0.18
O -1.223 0.948 -0.881 0.07 -0.31 0.35
C 0.317 0.157 0.764 -0.02 0.07 0.07
C 1.474 -0.172 -0.186 0.04 -0.05 -0.01
C 1.693 0.846 -1.289 0.34 -0.10 -0.26
O 2.648 0.792 -2.027 -0.25 0.00 0.23
H -2.648 -0.250 1.353 0.09 -0.07 -0.06
H -2.831 -0.896 -0.290 0.05 0.00 0.15
H -1.732 -1.692 0.893 -0.03 0.14 -0.07
H 0.928 1.630 -1.399 0.07 0.07 0.02
H 0.476 1.152 1.199 -0.05 -0.11 -0.05
H 0.304 -0.563 1.588 -0.06 0.13 -0.12
H 2.415 -0.252 0.370 -0.12 0.01 -0.06
H 1.326 -1.148 -0.664 -0.01 0.12 0.02

***

[6]
15
Properties=species:S:1:pos:R:3:forces:R:3 method="wB97M-V/def2-TZVPD" homo_energy_ev=-8.78 smiles="C=C(O)C1(O)CC1" charge=0
C 1.271 0.394 -1.346 -0.10 -0.05 0.08
C 0.965 -0.238 -0.210 -0.10 0.17 -0.18
O 1.927 -0.784 0.592 0.18 0.04 -0.08
C -0.379 -0.357 0.439 0.04 0.14 -0.28
O -0.494 -1.357 1.406 0.15 0.00 0.09
C -1.623 -0.097 -0.340 -0.06 -0.08 -0.16
C -1.146 0.932 0.648 -0.01 0.17 0.13
H 2.749 -0.794 0.083 -0.05 -0.01 0.25
H 0.526 0.763 -2.038 0.00 0.01 0.21
H 2.312 0.593 -1.586 -0.09 -0.17 -0.10
H 0.301 -1.318 1.956 -0.15 -0.05 -0.06
H -2.475 -0.703 -0.047 0.15 0.09 -0.04
H -1.545 0.099 -1.406 0.01 0.00 0.21
H -0.691 1.843 0.270 -0.08 -0.18 0.06
H -1.697 1.026 1.580 0.09 -0.06 -0.14

***

[7]
15
Properties=species:S:1:pos:R:3:forces:R:3 method="wB97M-V/def2-TZVPD" homo_energy_ev=-8.48 charge=0
C 2.026 -0.322 0.654 0.00 -0.01 0.01
C 0.737 0.060 0.020 0.19 -0.20 0.01
C -0.139 -0.614 -0.953 0.05 -0.05 -0.19
C -0.697 -0.177 0.416 -0.03 0.18 0.12
O -1.200 -1.087 1.314 -0.18 -0.04 -0.07
C -0.786 1.326 0.514 0.20 -0.20 -0.03
O 0.421 1.482 -0.070 -0.12 0.13 0.06
H 2.869 -0.112 -0.011 -0.11 -0.04 0.07
H 2.014 -1.389 0.890 0.02 0.13 -0.04
H 2.155 0.244 1.581 0.02 -0.10 -0.11
H -0.444 -0.116 -1.872 0.05 -0.02 0.21
H -0.021 -1.695 -1.006 -0.01 0.18 0.02
H -2.076 -1.355 1.008 0.10 0.00 0.11
H -2.565 1.782 -1.577 -0.08 0.00 -0.10
H -2.294 1.973 -0.908 -0.10 0.04 -0.08

***

[8]
15
Properties=species:S:1:pos:R:3:forces:R:3 method="wB97M-V/def2-TZVPD" homo_energy_ev="-8.34 / -8.35" charge=0
C 0.771 -1.048 -0.293 -0.62 -1.32 0.50
C -0.255 1.193 -2.102 0.56 2.95 0.07
C -0.425 1.120 -0.603 1.82 1.83 1.40
C -0.306 -0.834 2.030 2.80 0.17 1.32
C 0.657 -0.431 0.957 -4.17 0.97 -0.13
O 1.734 -0.799 -0.952 1.94 -0.41 -2.59
O -1.236 0.515 -1.452 -4.09 -1.96 1.10
H -0.026 -1.799 -0.593 0.49 0.55 0.09
H -0.647 2.064 -2.715 0.72 -0.83 0.99
H 0.447 0.586 -2.564 1.49 -0.97 -0.77
H -0.603 2.024 0.108 -0.41 -1.80 -1.30
H -0.055 -0.208 2.953 -0.62 -1.14 -1.09
H -0.062 -1.897 2.191 -0.30 0.22 0.57
H -1.319 -0.777 1.808 -1.87 0.25 -0.54
H 1.325 0.291 1.228 2.25 1.49 0.38

***

Number 1: strongest force on any atom 0.31 eV/A. Number 2: strongest force on any atom 0.49 eV/A. Number 3: strongest force on any atom 3.32 eV/A. Number 4: strongest force on any atom 2.74 eV/A. Number 5: strongest force on any atom 0.47 eV/A. Number 6: strongest force on any atom 0.31 eV/A. Number 7: strongest force on any atom 0.28 eV/A. Number 8: strongest force on any atom 4.66 eV/A.